[1]
Computed, not measured: a cluster of 2 separate species, H4N2O2Si in total at a distorted geometry, with ωB97M-V/def2-TZVPD.

Last column: Mulliken charge in e.
Element x y z (Å)
N 1.3767 -0.9055 0.7658  -0.542
N -1.8514 -0.4481 0.0893  0.220
O -0.8952 -0.6875 -0.5867  -0.226
O -2.0261 0.9291 0.2914  -0.383
Si 1.5294 0.2229 -0.3870  0.485
H 1.3403 -1.8984 0.5859  0.224
H -2.7251 1.0281 0.9558  0.397
H 1.7608 0.1772 -1.8249  -0.085
H 1.4908 1.5822 0.1104  -0.091

SMILES ... N=[SiH2].O=NO
Spin multiplicity ... 1
LUMO energy (spin up / spin down) ... -0.2 / -0.2 eV

[2]
Computed, not measured: the ion H4N2O3P with charge -1 at a distorted geometry, with ωB97M-V/def2-TZVPD.

Last column: Mulliken charge in e.
Element x y z (Å)
N -0.6651 1.3848 -0.6242  -0.672
N 0.2152 -0.8191 0.6333  -0.457
O -1.8254 -0.9017 -1.0068  -0.731
O 0.5600 -0.3691 -2.0612  -0.776
O 1.3795 -1.6586 0.6824  -0.415
P -0.5106 -0.2613 -1.0160  0.940
H 0.1103 1.8516 -1.0051  0.259
H -0.6535 1.4830 0.3782  0.295
H -0.5949 -1.2138 1.0986  0.239
H 1.5889 -1.8414 -0.2653  0.317

SMILES ... N[P@@](=O)([O-])NO
Spin multiplicity ... 1
Charge ... -1
LUMO energy ... 4.4 eV

[3]
Computed, not measured: an isolated molecule of H4N2O3S3 at a distorted geometry, with ωB97M-V/def2-TZVPD.

Last column: Mulliken charge in e.
Element x y z (Å)
N -0.4985 -1.2376 -1.2222  -0.471
N -0.0088 1.5059 -0.7311  -0.372
O -0.8249 -1.9998 1.0773  -0.469
O 1.2264 2.1584 1.3445  -0.536
O -0.7287 0.5688 1.4408  -0.660
S 0.2781 -2.0581 -0.1594  0.401
S 0.4452 1.0774 0.8002  1.005
S 1.7280 -0.5077 0.5379  -0.141
H -0.2974 -1.5206 -2.1629  0.228
H -1.0001 -1.0369 1.4299  0.517
H -0.9581 1.3306 -0.8949  0.274
H 0.6388 1.7196 -1.4601  0.223

Spin multiplicity ... 1
LUMO energy ... -0.3 eV

[4]
Computed, not measured: a cluster of 2 separate species, H4N3P in total at a distorted geometry, with ωB97M-V/def2-TZVPD.

Last column: Löwdin spin population.
Element x y z (Å)
N 1.2973 1.1539 0.7140  0.711
N 1.5847 0.1533 0.2988  0.436
N -1.5778 0.2779 -0.2438  0.006
P 2.4277 -0.9151 -0.5034  0.760
H -1.8312 1.0268 -0.9323  0.000
H -2.5451 -0.1782 0.1080  0.000
H 1.7717 -2.0420 -0.1233  0.085
H -1.1274 0.5234 0.6819  0.002

Spin multiplicity ... 3
LUMO energy (spin up / spin down) ... 1.2 / -2.0 eV
Expectation value of S² ... 2.014

[5]
Computed, not measured: a cluster of 2 separate species, H4N4O2 in total at a distorted geometry, with ωB97M-V/def2-TZVPD.

Last column: Mulliken charge in e.
Element x y z (Å)
N 0.9567 0.7701 -0.6515  0.222
N 1.8137 1.3845 -0.0372  -0.464
N -1.3184 0.2257 -0.8449  0.368
N -0.1985 0.4498 -0.2813  -0.139
O -0.2534 -1.6681 1.1967  -0.687
O -1.7289 0.8813 -1.8620  -0.550
H 0.2387 -0.7848 1.2294  0.380
H 2.6991 1.2337 -0.4352  0.263
H -1.7706 -0.5808 -0.5094  0.271
H -0.4384 -1.9116 2.1954  0.337

SMILES ... [H]/N=N/N=[NH+]\[O-].O
Spin multiplicity ... 1
LUMO energy (spin up / spin down) ... -0.9 / -0.8 eV

[6]
Computed, not measured: the ion H4NO2P2 with charge -1 at a distorted geometry, with ωB97M-V/def2-TZVPD.

Last column: Mulliken charge in e.
Element x y z (Å)
N -0.4008 -1.1784 0.8868  -0.613
O -1.5984 1.4391 0.3356  -0.841
O -0.8055 -0.5905 -1.6425  -0.676
P 1.4721 0.8558 0.0397  -0.201
P -0.4980 -0.0054 -0.2959  0.730
H -0.6878 -0.6232 1.6348  0.259
H -0.9455 -1.9810 0.8264  0.252
H 1.1378 1.9735 -0.7642  0.051
H 2.3262 0.1101 -1.0207  0.039

SMILES ... N[P@](=O)([O-])P
Spin multiplicity ... 1
Charge ... -1
LUMO energy ... 4.4 eV

[7]
Computed, not measured: a cluster of 2 separate species, H4NO2PS in total at a distorted geometry, with ωB97M-V/def2-TZVPD.

Last column: Mulliken charge in e.
Element x y z (Å)
N 0.4452 0.7728 -0.5902  -0.602
O -2.1792 -0.8475 -0.2572  -0.585
O 1.4604 0.7921 1.6429  -0.528
P 1.5286 0.0243 0.2309  0.810
S 3.1300 -1.0500 -0.0339  -0.316
H 0.2256 0.5559 -1.5019  0.227
H -2.8346 -0.2341 -0.2249  0.287
H 0.6450 1.4565 1.6133  0.410
H -2.4209 -1.4700 -0.8790  0.297

Spin multiplicity ... 1
LUMO energy ... -0.3 eV

[8]
Computed, not measured: an isolated molecule of H4NOPS2 at a distorted geometry, with ωB97M-V/def2-TZVPD.

Last column: Mulliken charge in e.
Element x y z (Å)
N -1.3949 0.4522 0.7335  -0.641
O 0.0264 0.0403 -1.7104  -0.432
P 0.3685 -0.0697 -0.1649  0.666
S 1.8070 1.2017 0.2888  -0.358
S 0.1805 -2.1641 0.0931  -0.202
H -1.0553 0.6358 1.7163  0.277
H -1.6908 1.2321 0.2927  0.236
H 0.5565 0.6684 -2.0575  0.297
H 1.2020 -1.9967 0.8085  0.158

SMILES ... N[P@@](O)(=S)S
Spin multiplicity ... 1
LUMO energy ... -0.1 eV

Computed ΔE to the lowest compared entry with this formula, charge and spin, in the same sequence as the records: 55.2 1.5 5.5 2.1 31.9 60.6 56.0 36.3 kcal per mole.
Computed E, in the same sequence as the records: -15013.2713 -18478.8640 -41690.9524 -13819.6734 -10114.0847 -24228.5658 -25774.0554 -34562.2164 eV.